This record from the Open Molecules 2025 dataset describes a structure of composition C22H29OPd. The level of theory is ωB97M-V with the def2-TZVPD basis set.

Values from the calculation:
strongest force on any atom: 3.55 eV/A
energy relative to the best compared isomer or geometry (same formula, charge and spin): 0.0 kcal/mol
multiplicity: 5
gap between HOMO and LUMO (spin up / spin down): 7.9 / 5.5 eV
net charge: +1
<S²>: 6.031
E_LUMO (spin up / spin down): -2.26 / -5.90 eV

```
53
Properties=species:S:1:pos:R:3:forces:R:3
C 1.063208 -2.102315 1.133948 1.70 0.24 -0.81
C 2.012289 -1.351772 0.334643 -0.93 -0.79 1.10
C 1.629766 -1.504758 -1.035870 0.29 -0.08 -0.25
C 0.438414 -2.267195 -1.093204 -0.70 -0.31 0.85
C 0.064161 -2.632395 0.229550 0.34 -0.03 -1.44
Pd 0.019260 -0.191752 0.906279 0.57 0.30 -0.14
C -2.467278 1.642707 0.536715 -0.80 0.06 0.06
C -1.922605 1.222532 1.735313 -0.07 -1.10 0.29
H -1.580334 1.974898 2.454300 0.05 -0.19 -0.32
C -1.783016 -0.164946 2.093594 -1.90 0.81 0.88
H -2.517493 -0.883448 1.712447 0.46 0.19 -0.01
H -1.437865 -0.370235 3.107330 -0.19 -0.02 -0.15
C -2.676164 3.084984 0.225215 0.15 0.09 0.01
H -2.159552 3.739004 0.932912 -0.12 -0.10 -0.05
H -2.302041 3.306958 -0.780423 -0.03 0.00 0.06
H -3.743905 3.341179 0.231387 0.11 -0.09 0.00
C -2.954860 0.644668 -0.464588 -0.04 -0.10 -0.33
H -2.533634 -0.354121 -0.297734 -0.15 0.21 -0.07
H -4.053813 0.560205 -0.459976 0.26 0.09 0.10
H -2.671207 0.952624 -1.478514 -0.07 0.02 0.17
C 3.224780 -0.657671 0.829974 0.44 0.21 -0.09
H 3.124375 -0.381554 1.884583 0.17 -0.14 -0.20
H 4.121576 -1.287082 0.717436 -0.22 0.15 0.06
H 3.397213 0.264033 0.256549 -0.01 -0.20 0.18
C 2.378457 -0.929591 -2.177339 -0.04 0.12 -0.26
H 2.725789 0.086958 -1.948703 -0.06 -0.24 -0.04
H 3.264271 -1.534596 -2.419726 -0.13 0.07 0.10
H 1.753111 -0.884145 -3.076179 0.20 -0.02 0.16
C -0.304667 -2.632529 -2.326382 -0.29 0.00 -0.30
H -0.289975 -1.818824 -3.066098 -0.01 -0.25 0.17
H 0.135655 -3.518288 -2.805531 -0.10 0.17 0.08
H -1.353786 -2.863790 -2.096891 0.29 0.03 -0.12
C -1.100068 -3.458501 0.629533 -0.33 -0.14 0.06
H -2.007151 -3.142098 0.094355 0.20 -0.14 0.12
H -0.940950 -4.524324 0.401919 -0.01 0.28 0.04
H -1.289265 -3.371051 1.704194 -0.04 -0.07 -0.20
C 1.204443 -2.445919 2.570179 -0.15 -0.06 0.26
H 0.212595 -2.575201 3.019955 0.27 0.00 0.08
H 1.759528 -3.387628 2.697943 -0.12 0.20 -0.04
H 1.736750 -1.655499 3.109577 -0.01 -0.32 0.00
C 0.274933 1.467508 -0.387936 -0.55 -0.63 -1.04
C 0.499844 2.658671 0.218918 0.95 1.29 0.48
C 0.123925 1.361729 -1.760903 0.17 0.52 -0.40
C 0.847548 3.784621 -0.549347 -0.16 -0.33 0.09
H 0.466118 2.716241 1.308973 0.16 0.31 -0.31
C 0.385821 2.499184 -2.547792 0.01 -0.12 0.24
H -0.203742 0.434897 -2.229252 0.15 0.14 0.04
C 0.801375 3.690785 -1.938598 0.04 0.00 -0.04
H 1.150063 4.706552 -0.048534 -0.17 -0.23 -0.22
H 0.269698 2.452234 -3.632829 0.08 -0.02 0.32
H 1.090288 4.552251 -2.546473 -0.21 -0.32 0.17
O 1.213694 1.096903 3.551057 -0.84 -1.00 -2.23
C 0.904423 0.648890 2.540055 1.43 1.53 2.87
```
Positions in Å, forces in eV/Å.